Record 1
Below is 8 unconnected molecules or ions with the total composition C17H48O12S, with properties calculated with the ωB97M-V functional and the def2-TZVPD basis.

Each line ends with the Löwdin charge.
Atoms and positions in Å:
O -0.784 1.080 -2.330  0.10
C -1.518 0.112 -2.254  -0.46
O -2.306 -0.250 -3.319  0.06
C -1.580 -0.733 -1.006  -0.11
C -2.910 -1.440 -0.774  -0.21
O -2.981 -2.837 -1.101  -0.30
S -2.227 -3.257 -2.475  0.87
O -3.201 -3.914 -3.305  -0.38
O -1.357 -4.459 -1.818  -0.24
H -3.148 0.207 -3.286  0.12
H -1.465 -0.022 -0.199  0.12
H -0.732 -1.400 -0.934  0.11
H -3.103 -1.404 0.289  0.10
H -3.719 -0.913 -1.270  0.12
H -0.560 -4.538 -2.360  0.04
C 2.280 -2.172 -2.560  -0.08
C 2.211 -3.533 -3.224  -0.30
O 1.091 -3.628 -4.113  -0.09
H 1.359 -1.979 -2.009  0.06
H 3.119 -2.107 -1.869  0.08
H 2.383 -1.376 -3.300  0.07
H 2.079 -4.311 -2.472  0.11
H 3.130 -3.751 -3.777  0.10
H 1.192 -2.961 -4.796  0.08
C 0.530 -1.975 3.739  -0.09
C 0.405 -1.070 2.526  -0.31
O -0.768 -1.358 1.772  -0.10
H 0.550 -3.020 3.429  0.08
H 1.440 -1.757 4.300  0.07
H -0.327 -1.845 4.405  0.07
H 1.250 -1.210 1.854  0.11
H 0.390 -0.018 2.836  0.11
H -1.533 -1.226 2.348  0.04
C 2.401 2.901 -0.257  -0.09
C 2.753 1.805 -1.246  -0.31
O 1.922 0.665 -1.085  -0.10
H 2.493 2.529 0.766  0.06
H 3.057 3.765 -0.377  0.07
H 1.368 3.227 -0.394  0.08
H 3.778 1.468 -1.095  0.11
H 2.663 2.179 -2.272  0.11
H 1.010 0.941 -1.231  0.04
C -4.262 -0.176 5.187  -0.08
C -3.911 0.252 3.775  -0.29
O -3.303 -0.817 3.042  -0.10
H -3.370 -0.509 5.717  0.07
H -4.713 0.647 5.743  0.08
H -4.967 -1.009 5.173  0.08
H -3.194 1.071 3.791  0.12
H -4.805 0.587 3.242  0.09
H -3.928 -1.547 3.007  0.10
C -6.693 3.144 2.382  -0.09
C -7.140 2.087 1.390  -0.32
O -7.529 0.880 2.042  -0.09
H -5.865 2.766 2.983  0.06
H -6.372 4.054 1.875  0.08
H -7.502 3.401 3.070  0.07
H -6.323 1.822 0.720  0.11
H -7.971 2.458 0.780  0.11
H -8.262 1.084 2.629  0.08
C 4.920 4.591 2.225  -0.10
C 3.897 5.179 3.178  -0.32
O 2.579 5.095 2.641  -0.09
H 4.886 5.110 1.267  0.07
H 5.930 4.666 2.630  0.07
H 4.702 3.538 2.034  0.07
H 4.096 6.234 3.355  0.11
H 3.930 4.660 4.142  0.11
H 2.391 4.165 2.489  0.06
C 5.937 -2.720 -5.886  -0.09
C 5.404 -1.709 -4.888  -0.32
O 5.767 -2.037 -3.550  -0.09
H 5.568 -3.718 -5.648  0.07
H 5.633 -2.468 -6.902  0.07
H 7.028 -2.757 -5.852  0.07
H 4.315 -1.687 -4.911  0.09
H 5.768 -0.705 -5.129  0.11
H 6.726 -2.048 -3.499  0.08

Results
Strongest force on any atom   1.6 eV/A
Orbital gap   9.75 eV

Record 2
Below is 7 unconnected molecules or ions with the total composition C17H48O7, with properties calculated with the ωB97M-V functional and the def2-TZVPD basis.

Each line ends with the Löwdin charge.
Atoms and positions in Å:
C -4.635 2.681 -1.977  -0.06
C -3.277 1.985 -1.835  -0.49
C -2.289 2.288 -2.948  -0.05
O -2.666 2.368 -0.606  -0.08
H -5.161 2.927 -1.053  0.08
H -5.306 2.117 -2.628  0.07
H -4.524 3.679 -2.422  0.08
H -3.449 0.903 -1.841  0.13
H -2.803 2.309 -3.908  0.09
H -1.492 1.571 -2.773  0.07
H -1.963 3.326 -2.835  0.08
H -3.044 1.871 0.132  0.06
C -3.254 -4.889 2.894  -0.07
C -2.328 -4.396 1.805  -0.50
C -3.036 -4.091 0.489  -0.05
O -1.614 -3.261 2.300  -0.06
H -4.170 -4.312 3.050  0.08
H -2.755 -4.921 3.863  0.08
H -3.617 -5.899 2.677  0.08
H -1.588 -5.189 1.626  0.13
H -3.869 -3.399 0.659  0.08
H -3.527 -4.969 0.067  0.08
H -2.344 -3.609 -0.201  0.07
H -1.085 -2.955 1.544  0.04
C 3.683 -2.393 1.039  -0.06
C 3.392 -3.837 0.702  -0.49
C 2.881 -4.578 1.928  -0.06
O 2.431 -3.904 -0.354  -0.06
H 4.515 -2.278 1.730  0.09
H 2.823 -1.924 1.527  0.08
H 3.902 -1.839 0.123  0.09
H 4.331 -4.297 0.373  0.14
H 2.665 -5.632 1.742  0.08
H 1.938 -4.163 2.307  0.08
H 3.532 -4.461 2.798  0.08
H 2.333 -4.828 -0.603  0.10
C -1.485 1.216 3.299  -0.08
C -2.603 2.266 3.360  -0.30
O -3.136 2.460 2.065  -0.10
H -0.566 1.605 2.865  0.07
H -1.854 0.360 2.738  0.07
H -1.295 0.893 4.328  0.07
H -2.237 3.199 3.801  0.11
H -3.368 1.894 4.041  0.11
H -2.625 3.077 1.530  0.08
C 0.262 0.193 0.048  -0.07
C 0.070 -1.169 -0.670  -0.26
O 0.259 -2.215 0.282  -0.11
H 1.152 0.144 0.680  0.06
H -0.606 0.592 0.560  0.04
H 0.578 0.947 -0.688  0.06
H 0.745 -1.214 -1.521  0.11
H -0.980 -1.173 -0.959  0.10
H 1.159 -2.571 0.159  0.04
C 1.664 2.632 -3.294  -0.09
C 1.807 3.473 -4.560  -0.31
O 0.504 3.715 -5.106  -0.08
H 2.602 2.224 -2.910  0.06
H 1.119 1.741 -3.616  0.07
H 1.134 3.139 -2.492  0.07
H 2.401 2.919 -5.295  0.11
H 2.385 4.391 -4.424  0.11
H 0.451 4.672 -5.176  0.08
C 4.123 2.176 0.078  -0.09
C 4.022 3.683 0.309  -0.33
O 5.283 4.269 0.044  -0.07
H 4.147 1.933 -0.984  0.06
H 3.211 1.753 0.513  0.06
H 4.971 1.662 0.532  0.07
H 3.670 3.911 1.320  0.11
H 3.206 3.980 -0.366  0.10
H 5.202 5.227 0.119  0.08

Results
SMILES string   CC(C)O.CC(C)O.CC(C)O.CCO.CCO.CCO.CCO
Strongest force on any atom   2.3 eV/A
Orbital gap   10.18 eV

Record 3
Below is 7 unconnected molecules or ions with the total composition C17H50N12O9, with properties calculated with the ωB97M-V functional and the def2-TZVPD basis.

Each line ends with the Löwdin charge.
Atoms and positions in Å:
C 2.285 -1.660 -5.491  -0.10
O 2.703 -1.875 -4.151  -0.20
C 2.915 -0.699 -3.409  -0.24
C 2.828 -0.938 -1.910  -0.20
N 1.472 -0.891 -1.405  -0.06
C 1.419 -1.175 0.044  -0.19
C 1.959 -2.533 0.463  -0.25
O 1.331 -3.557 -0.264  -0.19
C 1.734 -4.830 0.222  -0.10
H 2.340 -2.630 -5.976  0.09
H 2.947 -0.912 -5.934  0.09
H 1.248 -1.313 -5.523  0.09
H 2.193 0.073 -3.710  0.12
H 3.896 -0.278 -3.669  0.12
H 3.436 -0.173 -1.419  0.13
H 3.349 -1.884 -1.714  0.12
H 0.934 -1.631 -1.853  0.12
H 0.388 -1.059 0.380  0.10
H 2.048 -0.439 0.556  0.09
H 1.765 -2.641 1.541  0.12
H 3.051 -2.523 0.368  0.12
H 2.802 -4.981 0.035  0.09
H 1.250 -5.625 -0.344  0.09
H 1.461 -4.850 1.279  0.07
C -2.896 0.265 0.452  -0.12
O -3.341 -0.955 0.998  -0.18
C -2.840 -2.070 0.286  -0.22
C -3.507 -3.327 0.849  -0.20
N -2.786 -3.964 1.937  -0.06
C -1.517 -4.586 1.556  -0.21
C -1.111 -5.602 2.619  -0.24
O -2.210 -6.421 2.918  -0.19
C -1.864 -7.503 3.757  -0.10
H -3.409 1.089 0.947  0.08
H -3.181 0.298 -0.606  0.09
H -1.822 0.462 0.549  0.07
H -1.773 -2.118 0.535  0.10
H -2.981 -2.021 -0.797  0.12
H -3.743 -4.072 0.074  0.11
H -4.472 -2.991 1.238  0.12
H -3.370 -4.671 2.362  0.10
H -0.786 -3.776 1.514  0.10
H -1.602 -5.063 0.568  0.13
H -0.699 -5.050 3.469  0.13
H -0.333 -6.183 2.104  0.11
H -0.930 -7.970 3.415  0.08
H -2.560 -8.326 3.586  0.09
H -1.780 -7.183 4.796  0.09
N 1.641 5.743 2.275  0.19
C 2.261 4.932 1.394  -0.65
N 3.558 5.272 1.120  0.16
O 1.740 3.973 0.826  -0.01
H 0.675 5.586 2.517  0.08
H 2.076 6.585 2.599  0.10
H 4.100 5.948 1.621  0.09
H 4.004 4.649 0.469  0.11
N -2.667 4.384 -3.568  0.17
C -3.016 3.481 -4.517  -0.64
N -3.697 4.011 -5.591  0.14
O -2.673 2.293 -4.490  -0.01
H -2.020 4.029 -2.861  0.05
H -3.142 5.259 -3.479  0.10
H -3.840 5.001 -5.567  0.09
H -3.850 3.445 -6.402  0.10
N -1.379 3.801 1.316  0.17
C -1.468 5.123 1.642  -0.71
N -1.323 5.968 0.590  0.17
O -1.689 5.502 2.800  -0.02
H -1.429 3.204 2.121  0.11
H -0.845 3.636 0.475  0.04
H -1.105 5.555 -0.307  0.08
H -1.385 6.963 0.654  0.10
N -0.648 1.541 -2.650  0.19
C -0.371 2.424 -1.676  -0.62
N 0.513 1.972 -0.745  0.18
O -0.801 3.597 -1.604  -0.05
H -1.359 1.720 -3.361  0.06
H -0.113 0.689 -2.689  0.08
H 0.776 0.999 -0.726  0.05
H 0.880 2.619 -0.059  0.05
N 1.885 2.283 3.535  0.17
C 2.695 1.197 3.381  -0.67
N 3.052 0.540 4.508  0.16
O 2.965 0.786 2.250  0.00
H 1.618 2.797 2.708  0.06
H 1.784 2.743 4.422  0.10
H 3.575 -0.308 4.393  0.10
H 2.785 0.820 5.432  0.10

Results
SMILES string   COCCNCCOC.COCCNCCOC.NC(N)=O.NC(N)=O.NC(N)=O.NC(N)=O.NC(N)=O
Strongest force on any atom   1.8 eV/A
Orbital gap   8.80 eV

Record 4
Below is 8 unconnected molecules or ions with the total composition C17H50O8, with properties calculated with the ωB97M-V functional and the def2-TZVPD basis.

Each line ends with the Löwdin charge.
Atoms and positions in Å:
C 3.325 1.323 -3.477  -0.05
C 2.891 0.937 -2.015  -0.42
C 3.719 1.754 -0.937  -0.05
O 1.524 1.284 -1.797  -0.07
H 3.449 2.385 -3.689  0.07
H 2.740 0.919 -4.303  0.05
H 4.371 1.073 -3.654  0.07
H 3.057 -0.133 -1.892  0.11
H 4.795 1.590 -0.894  0.07
H 3.444 1.407 0.058  0.04
H 3.462 2.807 -0.824  0.08
H 1.145 0.883 -1.011  0.03
C -5.022 2.635 1.395  -0.05
C -4.327 1.394 0.959  -0.52
C -4.696 0.925 -0.387  -0.06
O -2.889 1.534 1.022  -0.06
H -6.095 2.510 1.543  0.09
H -4.977 3.294 0.527  0.09
H -4.608 3.091 2.295  0.08
H -4.487 0.601 1.690  0.12
H -4.101 0.037 -0.599  0.08
H -4.580 1.592 -1.242  0.09
H -5.689 0.475 -0.375  0.09
H -2.714 1.658 1.957  0.06
C 2.073 3.057 2.711  -0.05
C 3.289 2.702 3.599  -0.50
C 3.000 3.249 4.980  -0.07
O 3.381 1.321 3.554  -0.04
H 1.978 4.141 2.634  0.08
H 1.131 2.686 3.115  0.07
H 2.140 2.578 1.734  0.06
H 4.267 3.013 3.232  0.14
H 2.280 2.573 5.442  0.08
H 2.676 4.287 5.059  0.08
H 3.819 3.372 5.688  0.07
H 2.557 1.035 3.956  0.08
C -0.956 -3.545 -0.502  -0.04
C 0.610 -3.495 -0.324  -0.46
C 1.254 -4.799 -0.937  -0.03
O 1.100 -2.485 -1.099  -0.07
H -1.391 -2.590 -0.208  0.06
H -1.525 -4.397 -0.129  0.07
H -1.201 -3.631 -1.561  0.07
H 0.837 -3.440 0.741  0.14
H 1.106 -4.730 -2.014  0.08
H 0.884 -5.768 -0.604  0.08
H 2.331 -4.786 -0.765  0.08
H 1.286 -2.910 -1.939  0.07
C -0.608 -1.392 -6.039  -0.06
C 0.121 -1.027 -4.733  -0.45
C -0.873 -0.561 -3.631  -0.04
O 0.987 -2.065 -4.278  -0.05
H -1.580 -1.870 -5.921  0.07
H -0.054 -2.020 -6.737  0.07
H -0.922 -0.569 -6.682  0.07
H 0.800 -0.205 -4.962  0.11
H -1.837 -1.069 -3.669  0.07
H -0.916 0.523 -3.736  0.08
H -0.509 -0.842 -2.643  0.05
H 1.459 -1.669 -3.542  0.06
C -2.224 -1.590 2.835  -0.06
C -2.935 -0.768 3.899  -0.37
O -2.403 0.475 4.022  -0.07
H -1.303 -2.022 3.229  0.08
H -2.069 -0.970 1.953  0.05
H -2.840 -2.418 2.485  0.08
H -3.018 -1.257 4.869  0.12
H -3.955 -0.561 3.574  0.10
H -2.854 0.960 4.717  0.10
O 0.189 0.335 0.539  -0.03
H -0.642 0.116 0.117  0.04
H -0.047 0.532 1.445  0.04
O 2.837 -1.252 0.710  -0.05
H 2.421 -0.555 1.218  0.01
H 2.114 -1.676 0.248  -0.03

Results
SMILES string   CC(C)O.CC(C)O.CC(C)O.CC(C)O.CC(C)O.CCO.O.O
Strongest force on any atom   4.6 eV/A
Orbital gap   9.65 eV

Record 5
Below is 7 unconnected molecules or ions with the total composition C17H51N3O8, with properties calculated with the ωB97M-V functional and the def2-TZVPD basis.

Each line ends with the Löwdin charge.
Atoms and positions in Å:
C -1.910 -1.348 0.397  -0.12
O -1.059 -0.270 0.669  -0.18
C 0.131 -0.315 -0.090  -0.21
C 0.717 1.072 -0.211  -0.43
C -0.128 1.990 -1.055  -0.05
N 2.040 0.933 -0.802  0.05
H -2.459 -1.168 -0.533  0.09
H -2.583 -1.501 1.241  0.09
H -1.366 -2.301 0.312  0.08
H 0.861 -0.990 0.375  0.12
H -0.047 -0.715 -1.102  0.13
H 0.833 1.445 0.817  0.13
H -0.233 1.573 -2.062  0.07
H 0.318 2.982 -1.158  0.07
H -1.155 2.082 -0.698  0.09
H 2.677 0.322 -0.304  0.05
H 2.487 1.814 -1.008  0.09
C -0.614 2.407 3.340  -0.10
O 0.525 2.951 3.977  -0.20
C 0.518 4.357 3.973  -0.24
C 1.752 4.845 4.707  -0.45
C 1.621 4.559 6.202  -0.06
N 1.957 6.285 4.493  0.04
H -1.524 2.866 3.730  0.09
H -0.591 1.339 3.564  0.09
H -0.530 2.461 2.249  0.07
H 0.550 4.705 2.924  0.13
H -0.431 4.737 4.379  0.13
H 2.533 4.165 4.336  0.14
H 0.711 4.951 6.646  0.08
H 2.510 4.907 6.740  0.07
H 1.675 3.475 6.330  0.08
H 2.398 6.469 3.594  0.07
H 2.725 6.510 5.127  0.07
C -0.997 -5.758 -1.825  -0.12
O -2.231 -6.237 -1.371  -0.18
C -3.029 -5.198 -0.853  -0.23
C -4.317 -5.743 -0.214  -0.44
C -5.178 -6.401 -1.274  -0.07
N -5.051 -4.643 0.388  0.04
H -1.087 -4.970 -2.582  0.09
H -0.444 -6.579 -2.280  0.09
H -0.397 -5.376 -0.987  0.08
H -2.495 -4.646 -0.065  0.11
H -3.310 -4.512 -1.666  0.13
H -3.981 -6.511 0.486  0.14
H -4.580 -7.119 -1.839  0.08
H -5.581 -5.654 -1.962  0.08
H -6.014 -6.953 -0.845  0.08
H -4.551 -4.203 1.147  0.06
H -5.377 -3.954 -0.271  0.07
O 3.698 -4.197 2.743  -0.06
C 2.871 -3.535 1.811  -0.25
C 3.650 -2.660 0.826  -0.16
O 3.273 -1.240 0.969  -0.12
H 4.226 -4.854 2.282  0.09
H 2.286 -4.259 1.225  0.11
H 2.123 -2.953 2.346  0.12
H 3.419 -2.877 -0.211  0.11
H 4.711 -2.638 1.065  0.12
H 3.486 -1.005 1.878  0.09
C -0.272 2.513 -4.847  -0.17
O -0.111 3.523 -5.817  -0.12
H -1.252 2.036 -5.015  0.08
H 0.441 1.697 -4.950  0.07
H -0.292 2.914 -3.834  0.04
H -0.457 4.360 -5.486  0.04
C 2.619 -1.115 -3.754  -0.17
O 3.414 -0.930 -2.601  -0.14
H 3.158 -0.861 -4.666  0.07
H 2.257 -2.149 -3.818  0.07
H 1.705 -0.509 -3.693  0.06
H 2.900 -0.360 -2.008  0.01
C -0.783 5.806 -2.947  -0.14
O -0.708 5.996 -4.344  -0.12
H -1.708 6.235 -2.548  0.08
H -0.698 4.757 -2.685  0.05
H 0.018 6.353 -2.435  0.09
H -0.263 6.815 -4.571  0.09

Results
SMILES string   COC[C@H](C)N.COC[C@H](C)N.COC[C@H](C)N.OCCO.CO.CO.CO
Strongest force on any atom   2.2 eV/A
Orbital gap   9.73 eV

Record 6
Below is 8 unconnected molecules or ions with the total composition C17H51NO9, with properties calculated with the ωB97M-V functional and the def2-TZVPD basis.

Each line ends with the Löwdin charge.
Atoms and positions in Å:
C -2.727 -4.113 -1.234  -0.09
O -3.366 -2.850 -1.072  -0.21
C -3.389 -2.040 -2.224  -0.24
C -4.240 -0.832 -1.905  -0.20
N -3.716 0.100 -0.892  -0.04
C -2.791 1.131 -1.378  -0.20
C -3.381 1.939 -2.529  -0.20
O -2.581 3.116 -2.639  -0.25
C -3.090 4.073 -3.541  -0.09
H -1.774 -3.931 -1.734  0.08
H -3.359 -4.834 -1.758  0.09
H -2.596 -4.475 -0.216  0.09
H -3.847 -2.608 -3.046  0.13
H -2.375 -1.729 -2.518  0.13
H -5.229 -1.151 -1.568  0.12
H -4.458 -0.256 -2.806  0.10
H -3.202 -0.468 -0.224  0.10
H -1.813 0.747 -1.686  0.12
H -2.717 1.838 -0.549  0.12
H -4.413 2.260 -2.360  0.13
H -3.333 1.390 -3.474  0.12
H -2.488 4.971 -3.467  0.09
H -4.145 4.292 -3.341  0.09
H -3.107 3.660 -4.556  0.09
C 1.102 0.501 6.145  -0.06
C 0.470 -0.453 5.147  -0.48
C 0.616 0.069 3.744  -0.10
O 1.161 -1.713 5.248  -0.06
H 1.233 0.036 7.126  0.08
H 0.511 1.409 6.304  0.07
H 2.097 0.875 5.888  0.08
H -0.562 -0.665 5.430  0.13
H 0.055 -0.572 3.067  0.07
H 1.646 0.289 3.467  0.10
H 0.180 1.078 3.697  0.08
H 1.305 -2.049 4.349  0.03
C 5.637 1.114 -3.089  -0.07
C 4.241 0.542 -2.910  -0.50
C 4.008 -0.709 -3.750  -0.07
O 4.011 0.325 -1.522  -0.07
H 5.871 1.510 -4.084  0.08
H 6.462 0.405 -2.950  0.08
H 5.777 1.927 -2.376  0.08
H 3.572 1.325 -3.295  0.14
H 4.547 -1.559 -3.325  0.08
H 4.446 -0.581 -4.745  0.07
H 2.953 -0.944 -3.886  0.07
H 3.075 0.580 -1.388  0.05
C 2.008 -3.860 2.654  -0.14
O 1.025 -2.842 2.551  -0.14
H 2.575 -3.757 3.578  0.08
H 1.637 -4.886 2.614  0.08
H 2.700 -3.729 1.820  0.06
H 0.680 -2.899 1.649  0.07
C 0.547 4.192 -1.011  -0.14
O -0.046 3.088 -1.663  -0.15
H 1.561 3.960 -0.681  0.08
H 0.664 5.030 -1.709  0.08
H -0.022 4.521 -0.137  0.09
H -0.970 3.280 -1.935  0.06
C -2.753 0.891 3.675  -0.18
O -4.024 1.487 3.761  -0.11
H -2.177 0.940 4.605  0.07
H -2.880 -0.188 3.481  0.08
H -2.144 1.288 2.864  0.07
H -4.370 1.466 4.652  0.07
C 0.685 0.823 0.550  -0.13
O 1.406 0.935 -0.670  -0.14
H -0.397 0.908 0.362  0.07
H 0.946 -0.135 0.984  0.06
H 0.788 1.669 1.244  0.08
H 1.046 1.750 -1.084  0.04
C 2.741 -2.467 -0.545  -0.11
O 1.607 -3.393 -0.448  -0.15
H 2.637 -2.054 -1.544  0.06
H 2.702 -1.775 0.285  0.07
H 3.672 -3.036 -0.537  0.09
H 1.876 -4.174 -0.938  0.07

Results
SMILES string   COCCNCCOC.CC(C)O.CC(C)O.CO.CO.CO.CO.CO
Strongest force on any atom   1.8 eV/A
Orbital gap   9.51 eV